{"formula": "C24H32BBrN11ORhS2", "method": "wB97M-V/def2-TZVPD", "homo_lumo_gap_ev": [5.2, 3.6], "e_tot_ha": -5116.0428, "charge": 3, "spin_multiplicity": 2, "homo_energy_ev": [-16.32, -16.21], "symbols": ["Rh", "C", "C", "N", "N", "C", "B", "N", "C", "C", "C", "N", "N", "C", "C", "C", "N", "N", "C", "C", "C", "N", "H", "H", "H", "H", "H", "H", "H", "H", "H", "H", "H", "H", "C", "N", "C", "S", "N", "C", "H", "H", "H", "H", "H", "H", "H", "H", "Br", "C", "C", "C", "N", "C", "C", "H", "H", "H", "H", "O", "S", "C", "C", "C", "C", "H", "H", "H", "H", "H", "H", "H", "H"], "coordinates": [[-1.2937, -0.2898, 0.2087], [0.0429, 3.4533, 1.6938], [-0.3649, 2.2187, 2.1756], [-0.7034, 1.4616, 1.1263], [-0.4869, 2.1213, -0.0085], [-0.0511, 3.3302, 0.2849], [-0.7608, 1.0713, -2.9009], [-2.1359, 1.2762, -2.4855], [-3.1034, 2.0603, -3.0417], [-4.2764, 1.8511, -2.3704], [-3.9542, 0.9224, -1.3703], [-2.6846, 0.5784, -1.4588], [-0.1643, -0.2365, -2.6479], [0.7807, -0.8528, -3.4127], [0.9521, -2.1297, -2.9456], [0.0690, -2.2402, -1.8650], [-0.5929, -1.1079, -1.7094], [0.0632, 2.0455, -3.5350], [-0.1974, 3.2022, -4.2400], [0.9906, 3.7802, -4.5722], [1.9744, 2.9254, -4.0101], [1.4193, 1.9033, -3.4238], [0.3654, 4.3124, 2.2472], [-0.4568, 1.8778, 3.1880], [0.1795, 4.0593, -0.4665], [-2.9183, 2.6837, -3.8892], [-5.2322, 2.2905, -2.5655], [-4.6031, 0.5143, -0.6209], [1.2380, -0.3766, -4.2560], [1.6125, -2.8785, -3.3315], [-0.1260, -3.0980, -1.2479], [-1.1923, 3.5146, -4.4766], [1.1650, 4.6717, -5.1414], [3.0391, 3.0525, -4.0246], [1.2005, -4.8827, 4.1292], [0.5163, -3.8837, 3.3252], [0.8580, -2.6507, 3.0145], [-0.3065, -1.7897, 2.0155], [1.9394, -1.9852, 3.3756], [3.0258, -2.3873, 4.2573], [0.5729, -5.7682, 4.1767], [1.3663, -4.5322, 5.1454], [2.1502, -5.1646, 3.6791], [-0.3758, -4.1766, 2.9484], [1.9688, -1.0278, 3.0524], [3.4906, -3.3062, 3.9098], [2.6794, -2.5200, 5.2816], [3.7777, -1.6031, 4.2580], [-7.0788, -3.0061, 3.0455], [-5.5063, -2.2733, 2.2539], [-5.1974, -2.5278, 0.9193], [-4.0467, -1.9736, 0.3876], [-3.2298, -1.2033, 1.1030], [-3.5207, -0.9545, 2.3788], [-4.6439, -1.4714, 2.9986], [-5.8383, -3.1418, 0.3092], [-3.7737, -2.1514, -0.6448], [-2.8329, -0.3215, 2.9265], [-4.8464, -1.2540, 4.0340], [1.3463, -0.1167, 0.1203], [2.8278, -0.0632, 0.2453], [3.5234, 0.2226, -1.4387], [4.3777, 1.4646, -1.3178], [3.5901, 2.4176, -0.4205], [3.2784, 1.6335, 0.8381], [2.6742, 0.3814, -2.1050], [4.0742, -0.6660, -1.7289], [4.5573, 1.8933, -2.3029], [5.3482, 1.2380, -0.8731], [2.6664, 2.7242, -0.9180], [4.1616, 3.3118, -0.1751], [2.4660, 2.0414, 1.4336], [4.1667, 1.5058, 1.4555]], "forces_ev_per_a": [[-0.14, 0.70, -1.49], [0.05, -0.58, 0.26], [0.03, 0.57, 0.84], [-1.23, -0.64, -0.42], [-0.54, -0.20, -1.05], [0.14, -0.60, 0.22], [0.62, -0.02, 0.28], [-0.32, 0.39, -0.10], [-0.19, -0.18, 0.30], [0.24, -0.18, 0.09], [-0.19, 0.36, -0.19], [1.14, -0.59, 1.66], [0.21, 0.15, -0.19], [0.00, -0.48, 0.12], [-0.15, 0.13, 0.12], [0.34, 0.03, -0.50], [-0.93, -0.93, 1.32], [-0.10, 0.43, -0.39], [0.21, 0.45, -0.22], [-0.39, -0.16, 0.15], [-0.74, 0.05, -0.14], [0.85, -0.69, 0.55], [-0.04, 0.14, 0.21], [-0.06, -0.08, 0.17], [-0.01, 0.08, -0.25], [0.09, 0.06, -0.25], [-0.19, 0.10, -0.07], [-0.01, -0.06, 0.23], [0.00, 0.22, -0.08], [0.08, -0.16, -0.13], [-0.02, 0.01, 0.20], [-0.16, 0.11, -0.07], [-0.12, 0.17, -0.07], [0.24, -0.09, -0.01], [0.60, -0.36, 0.42], [-0.52, 0.29, -0.38], [0.83, 0.57, -0.47], [-1.78, -0.18, 0.11], [-0.29, 0.15, -0.09], [0.31, -0.35, 0.49], [-0.04, 0.08, -0.05], [-0.04, 0.02, -0.02], [-0.04, -0.02, -0.01], [0.06, 0.13, 0.00], [0.02, -0.17, -0.14], [0.02, 0.06, -0.03], [-0.01, 0.04, -0.04], [-0.07, 0.01, -0.09], [0.88, 0.41, -0.45], [-0.56, -0.26, 0.29], [0.12, 0.16, 0.20], [-0.13, -0.31, -0.58], [1.85, 1.16, -0.50], [-0.04, 0.22, 0.62], [0.00, -0.10, -0.27], [-0.03, -0.08, -0.13], [0.00, -0.01, -0.02], [-0.06, -0.03, -0.02], [0.02, 0.09, 0.11], [-1.40, -0.13, -0.22], [1.28, 0.42, 0.03], [0.01, -0.19, 0.57], [-0.05, 0.40, -0.09], [0.28, 0.29, -0.04], [0.07, -0.54, -0.55], [-0.06, 0.01, 0.21], [0.03, -0.13, -0.03], [0.08, 0.00, -0.02], [0.02, 0.01, -0.02], [0.01, -0.03, 0.00], [0.00, 0.07, -0.06], [-0.15, -0.19, 0.08], [0.04, 0.02, 0.07]], "lowdin_charge": [1.065, 0.000, -0.123, -0.151, -0.010, -0.090, -0.400, 0.036, 0.013, 0.022, -0.076, 0.004, 0.039, -0.016, 0.013, -0.094, -0.057, 0.027, -0.025, 0.006, -0.087, 0.069, 0.119, 0.117, 0.125, 0.126, 0.126, 0.116, 0.140, 0.124, 0.121, 0.111, 0.119, 0.121, -0.015, 0.001, -0.656, 0.850, 0.009, -0.014, 0.110, 0.103, 0.102, 0.131, 0.116, 0.098, 0.106, 0.107, 0.869, -0.621, -0.056, -0.119, -0.056, -0.142, -0.056, 0.125, 0.127, 0.105, 0.124, -0.686, 0.951, -0.289, -0.219, -0.230, -0.282, 0.051, 0.095, 0.115, 0.126, 0.093, 0.129, 0.072, 0.097]}



{"formula": "C24H32BN10O2RuS", "method": "wB97M-V/def2-TZVPD", "homo_lumo_gap_ev": [5.7, 6.3], "e_tot_ha": -2149.2711, "charge": 2, "spin_multiplicity": 2, "homo_energy_ev": [-13.16, -13.24], "symbols": ["Ru", "C", "C", "N", "N", "C", "B", "N", "C", "C", "C", "N", "N", "C", "C", "C", "N", "H", "H", "H", "H", "H", "H", "H", "H", "H", "H", "O", "C", "C", "C", "C", "C", "C", "C", "C", "N", "H", "H", "H", "H", "H", "H", "H", "H", "H", "H", "H", "C", "N", "C", "N", "O", "H", "H", "H", "H", "H", "H", "S", "C", "N", "C", "C", "C", "C", "H", "H", "H", "H", "H"], "coordinates": [[-0.0846, -0.4649, 0.4501], [-4.5804, -0.7715, -0.1568], [-3.3757, -0.1294, -0.4101], [-2.4066, -0.6832, 0.3211], [-2.9463, -1.6945, 1.0105], [-4.2577, -1.7629, 0.7536], [-2.1515, -2.7275, 1.8382], [-1.3761, -2.0206, 2.9565], [-1.4893, -2.2283, 4.2740], [-0.4387, -1.5878, 4.9078], [0.2816, -0.9972, 3.8770], [-0.3010, -1.2646, 2.7098], [-1.1104, -3.4089, 0.9247], [-1.0287, -4.7160, 0.6391], [0.0479, -4.9140, -0.2093], [0.5845, -3.6442, -0.3897], [-0.1210, -2.7566, 0.3068], [-5.5407, -0.5462, -0.5688], [-3.1888, 0.6717, -1.1021], [-4.8818, -2.5035, 1.2096], [-2.9007, -3.5206, 2.2784], [-2.2945, -2.8049, 4.6794], [-0.2053, -1.5626, 5.9507], [1.1871, -0.4268, 3.9383], [-1.7132, -5.4273, 1.0568], [0.3921, -5.8358, -0.6328], [1.4198, -3.3396, -0.9933], [2.1238, -0.6067, -0.8789], [2.7970, 0.6449, -0.8292], [3.7178, 0.7938, 0.3825], [3.0058, 0.5253, 1.7150], [1.9742, 1.5426, 2.1105], [2.3039, 2.7313, 2.7625], [1.2909, 3.5604, 3.2155], [-0.0322, 3.1755, 3.0234], [-0.2795, 1.9920, 2.3511], [0.7017, 1.2195, 1.8973], [2.7949, -1.3015, -0.8122], [1.9922, 1.3807, -0.8199], [3.3851, 0.7777, -1.7472], [4.1446, 1.7960, 0.3755], [4.5446, 0.0854, 0.2946], [3.7594, 0.4844, 2.5031], [2.5017, -0.4528, 1.6546], [3.3411, 2.9776, 2.9322], [1.5251, 4.4743, 3.7425], [-0.8508, 3.7591, 3.4149], [-1.2894, 1.6146, 2.1986], [1.4312, 4.0297, -0.9211], [-0.0115, 3.9996, -0.8244], [-0.7342, 2.8805, -0.6182], [-2.0568, 3.0591, -0.3840], [-0.2304, 1.7506, -0.6788], [1.7712, 5.0474, -0.7555], [1.7922, 3.6839, -1.8922], [1.8526, 3.3970, -0.1421], [-0.4917, 4.8776, -0.9275], [-2.4480, 3.9659, -0.2016], [-2.5892, 2.2656, -0.0606], [-0.8645, -1.1254, -2.2785], [-0.2655, -0.9313, -3.8573], [-0.3299, 0.2866, -4.4488], [0.0035, 0.5003, -5.7368], [0.4487, -0.5318, -6.5143], [0.5438, -1.8129, -5.9467], [0.1879, -2.0116, -4.6371], [-0.6882, 1.0499, -3.8837], [-0.1079, 1.5038, -6.1135], [0.7145, -0.3655, -7.5432], [0.8805, -2.6396, -6.5513], [0.2226, -2.9893, -4.1853]], "forces_ev_per_a": [[-1.76, -3.39, 0.32], [0.26, -0.08, 0.22], [-0.12, 0.22, -0.03], [2.41, 0.29, 0.44], [-0.37, -0.33, 0.32], [-0.05, 0.33, -0.37], [0.41, 0.56, -0.29], [-0.33, -0.19, 0.11], [0.40, 0.24, 0.19], [-0.09, -0.06, -0.26], [0.02, 0.02, 0.02], [0.29, 0.81, -1.92], [-0.45, -0.40, 0.24], [0.36, 0.08, -0.26], [-0.03, 0.26, 0.13], [0.10, -0.04, -0.11], [0.04, 2.36, -0.04], [-0.20, 0.03, -0.12], [0.19, -0.02, -0.05], [-0.03, -0.21, 0.14], [-0.19, -0.25, 0.15], [-0.17, -0.22, 0.01], [-0.01, -0.01, 0.24], [0.10, 0.17, -0.04], [-0.20, -0.02, 0.10], [0.06, -0.13, -0.03], [0.02, 0.06, -0.06], [-0.42, -0.36, 0.79], [0.48, 0.82, -0.10], [-0.42, -0.23, -0.08], [0.07, -0.04, -0.21], [0.36, -0.01, 0.11], [-0.21, -0.14, -0.07], [-0.03, -0.15, -0.08], [0.03, -0.20, -0.03], [-0.40, 0.41, 0.37], [-0.53, -0.47, -1.10], [-0.24, -0.10, 0.07], [0.17, -0.04, -0.04], [-0.14, -0.02, 0.12], [0.09, 0.07, -0.05], [0.08, 0.05, -0.02], [-0.05, -0.15, 0.01], [0.25, 0.17, 0.21], [0.09, -0.01, 0.03], [0.02, 0.04, 0.01], [-0.05, 0.05, -0.02], [0.15, 0.17, 0.01], [0.13, -0.30, -0.03], [-0.19, 0.23, -0.04], [-0.23, 0.45, -0.10], [-0.30, -0.17, 0.15], [0.40, -0.63, 0.31], [0.00, 0.03, -0.03], [-0.02, 0.04, 0.02], [0.09, 0.04, 0.02], [-0.09, -0.05, 0.07], [0.04, 0.08, 0.03], [0.11, 0.11, -0.12], [-0.36, -0.02, 0.99], [0.25, 0.01, 0.18], [0.11, -0.15, -0.12], [0.16, -0.05, -0.42], [-0.01, -0.04, 0.18], [-0.14, 0.28, -0.01], [-0.02, 0.26, -0.02], [0.06, -0.15, -0.02], [-0.02, 0.11, 0.04], [0.00, 0.11, -0.12], [0.06, -0.11, -0.06], [0.01, -0.02, 0.09]], "lowdin_charge": [1.330, -0.016, -0.183, -0.050, -0.026, -0.033, -0.496, -0.028, -0.032, -0.017, -0.122, -0.006, -0.020, -0.027, -0.018, -0.145, -0.064, 0.109, 0.091, 0.133, 0.127, 0.134, 0.108, 0.107, 0.135, 0.109, 0.104, -0.148, -0.246, -0.144, -0.135, -0.289, 0.012, -0.015, -0.020, -0.143, -0.010, 0.109, 0.065, 0.136, 0.124, 0.125, 0.133, 0.100, 0.131, 0.125, 0.119, 0.113, -0.044, 0.040, -0.610, 0.197, -0.109, 0.100, 0.095, 0.063, 0.147, 0.119, 0.076, 0.700, -0.699, 0.070, -0.041, -0.024, -0.010, -0.065, 0.151, 0.139, 0.121, 0.127, 0.112]}



{"formula": "C24H32BrClN2ORhSi2", "method": "wB97M-V/def2-TZVPD", "homo_lumo_gap_ev": 8.4, "e_tot_ha": -4842.0768, "charge": 1, "homo_energy_ev": -11.39, "symbols": ["Rh", "C", "Si", "C", "C", "C", "C", "C", "C", "C", "C", "N", "Si", "C", "C", "C", "H", "H", "H", "H", "H", "H", "H", "H", "H", "H", "H", "H", "H", "H", "H", "H", "H", "H", "H", "H", "H", "H", "O", "C", "C", "C", "N", "C", "Br", "C", "H", "H", "H", "H", "Cl", "C", "C", "C", "C", "C", "C", "C", "H", "H", "H", "H", "H", "H"], "coordinates": [[-0.2113, -0.5399, 0.5884], [1.8111, -0.7548, -2.9591], [2.7827, -0.9829, -1.3640], [4.3303, 0.0329, -1.7078], [3.3667, -2.7435, -1.0582], [1.8533, -0.3212, 0.1617], [1.5622, 1.1084, -0.0713], [2.3205, 2.2737, -0.1815], [1.6754, 3.4605, -0.4681], [0.2932, 3.5052, -0.6152], [-0.4264, 2.3451, -0.4390], [0.2246, 1.2086, -0.1771], [2.7290, -0.6953, 1.8196], [2.1438, -2.3795, 2.4099], [4.6046, -0.6822, 1.8151], [2.2593, 0.6587, 3.0608], [2.3540, -1.2397, -3.7770], [1.7762, 0.3148, -3.1942], [0.7911, -1.1253, -2.9778], [4.8579, -0.4254, -2.5506], [5.0257, 0.0595, -0.8687], [4.1000, 1.0589, -2.0036], [3.5774, -3.2397, -2.0105], [2.6659, -3.3654, -0.5054], [4.3053, -2.7151, -0.4969], [3.3937, 2.2297, -0.0514], [2.2497, 4.3712, -0.5798], [-0.2149, 4.4315, -0.8418], [-1.5056, 2.2965, -0.4892], [2.7088, -3.1829, 1.9282], [1.0820, -2.5609, 2.2355], [2.3188, -2.4542, 3.4878], [5.0587, -1.4288, 1.1603], [4.9444, -0.8886, 2.8355], [4.9986, 0.2991, 1.5366], [1.4525, 1.3179, 2.7286], [3.1313, 1.2927, 3.2436], [1.9657, 0.2331, 4.0250], [-6.1356, 0.4691, 2.7797], [-4.9327, 0.3298, 2.2178], [-4.7247, 0.2226, 0.8428], [-3.4380, 0.0647, 0.3798], [-2.3654, 0.0156, 1.1785], [-2.5878, 0.1535, 2.4862], [-1.0437, 0.1536, 3.5748], [-3.8257, 0.3019, 3.0604], [-6.8388, 0.4770, 2.1179], [-5.5513, 0.2579, 0.1445], [-3.2493, -0.0243, -0.6829], [-3.9461, 0.3987, 4.1300], [-1.2453, -3.0046, 1.7065], [-0.5132, -3.7417, 0.3032], [-0.0861, -5.0527, 0.3907], [0.5465, -5.6249, -0.7034], [0.7576, -4.8722, -1.8468], [0.3407, -3.5535, -1.9008], [-0.3285, -2.9561, -0.8335], [-0.9025, -1.5835, -0.9525], [-0.2442, -5.6150, 1.3009], [0.8796, -6.6531, -0.6537], [1.2572, -5.3165, -2.6979], [0.5048, -2.9710, -2.7993], [-1.9765, -1.6095, -0.7513], [-0.7432, -1.1769, -1.9447]], "forces_ev_per_a": [[-0.55, 0.44, 0.39], [-0.02, 0.13, -0.03], [0.03, -0.21, -0.04], [-0.04, 0.03, 0.10], [0.05, 0.08, -0.01], [0.36, -0.18, 0.23], [-0.18, 0.49, -0.21], [0.24, -0.24, 0.06], [0.13, 0.07, 0.01], [-0.21, 0.06, -0.03], [0.13, -0.07, 0.08], [-0.14, -0.25, -0.03], [-0.08, 0.04, 0.10], [0.15, 0.05, 0.04], [0.03, -0.03, -0.16], [-0.03, 0.03, -0.07], [0.01, 0.03, 0.05], [0.00, -0.05, 0.00], [0.15, 0.13, -0.03], [-0.05, -0.02, 0.04], [0.01, 0.02, 0.01], [0.00, -0.03, 0.01], [-0.02, 0.02, 0.05], [-0.06, 0.01, 0.01], [-0.05, -0.01, -0.04], [-0.03, 0.03, -0.02], [0.02, -0.02, 0.02], [0.00, -0.03, -0.01], [0.01, 0.02, 0.00], [-0.05, 0.05, 0.00], [0.24, 0.05, 0.09], [0.01, -0.04, -0.04], [-0.03, 0.04, 0.05], [-0.04, 0.01, -0.04], [-0.01, -0.03, 0.02], [0.07, -0.04, 0.02], [-0.04, -0.02, -0.01], [0.04, 0.01, -0.05], [-0.03, 0.00, 0.02], [0.05, 0.00, -0.13], [-0.06, 0.02, -0.07], [-0.03, 0.06, 0.04], [0.21, -0.22, 0.20], [0.03, -0.01, -0.21], [-0.07, -0.03, -0.05], [-0.04, 0.04, 0.22], [0.04, 0.00, 0.02], [0.02, 0.00, 0.01], [-0.01, -0.02, 0.01], [0.00, 0.00, -0.03], [-0.14, 0.31, -0.03], [0.29, -0.12, -0.20], [-0.04, 0.03, 0.07], [0.01, -0.02, 0.02], [0.06, -0.07, -0.05], [-0.21, -0.05, -0.18], [-0.13, -0.11, -0.20], [-0.04, -0.28, -0.11], [0.00, 0.01, 0.00], [-0.02, 0.02, 0.01], [-0.01, 0.03, 0.00], [-0.05, -0.23, 0.08], [0.05, -0.10, -0.05], [0.06, 0.16, 0.07]], "lowdin_charge": [0.880, -0.164, 0.489, -0.164, -0.159, -0.391, -0.387, -0.005, -0.026, -0.041, -0.076, -0.033, 0.462, -0.175, -0.176, -0.210, 0.051, 0.043, -0.018, 0.047, 0.022, 0.029, 0.046, 0.012, 0.029, 0.122, 0.122, 0.114, 0.115, 0.037, -0.054, 0.045, 0.022, 0.046, 0.033, -0.015, 0.037, 0.019, 0.119, -0.295, 0.027, -0.125, -0.079, -0.721, 0.874, -0.019, 0.131, 0.128, 0.117, 0.128, 0.768, -0.580, -0.085, -0.059, -0.068, -0.057, -0.300, -0.188, 0.114, 0.115, 0.117, 0.100, 0.047, 0.060]}



Calculated max |F| (eV/A), listed in the same order as above: 2.24, 3.83, 0.81